A molecular structure, C38H44N6SnTe, computed with ωB97M-V/def2-TZVPD.

Atoms and positions in Å:
1 Te 1.4810 -0.9015 -2.7276
2 Sn 0.5832 -0.6510 -0.0023
3 N 1.9109 -0.9323 2.8564
4 N -0.9750 0.5853 4.4529
5 N 2.4325 0.7248 0.6054
6 N 4.3523 1.3659 1.4866
7 N 2.7681 -3.2164 0.4630
8 N -0.0843 1.2638 2.5263
9 C 1.3735 -0.1499 3.9577
10 C 0.8353 0.9150 -3.6418
11 C -1.9852 -3.1010 -0.7273
12 C 0.1024 0.5650 3.6048
13 C 2.2388 2.6293 -1.0470
14 C -1.6152 0.4355 -3.1433
15 C -1.4683 -3.1907 2.0213
16 C 2.0014 -2.3837 0.2272
17 C -1.0142 -3.9760 -0.2224
18 C 2.8954 3.7610 -1.4878
19 C -2.7015 -2.2746 0.1479
20 C -2.0977 2.5588 1.7508
21 C -1.3675 1.7769 2.6437
22 C 1.8045 1.7399 -4.2296
23 C 3.2723 1.4104 -4.2076
24 C -2.2973 -3.1348 -2.2046
25 C -0.5134 1.2953 -3.6960
26 C 3.2868 -0.6639 2.4944
27 C 3.3397 0.4645 1.5124
28 C 0.1582 -5.0953 1.6981
29 C -3.7173 -1.2877 -0.3768
30 C -3.2868 -1.4989 2.4644
31 C -0.8637 2.4927 -4.3109
32 C -0.3295 4.6038 -5.5721
33 C 2.8551 1.8788 -0.0510
34 C -3.3903 2.8966 2.0995
35 C 0.0817 3.3218 -4.9004
36 C -0.7879 -4.0541 1.1560
37 C -3.2456 1.6988 4.2107
38 C -3.9556 2.4728 3.3129
39 C -1.1170 -3.1759 3.4916
40 C 4.7448 3.4224 0.0507
41 C -1.9464 1.3616 3.8496
42 C 4.1319 4.1488 -0.9524
43 C -2.4572 -2.3387 1.5239
44 C 4.0758 2.2868 0.4884
45 C -0.2047 -4.8427 -1.1548
46 C 1.4073 2.9218 -4.8534
47 H -1.5104 -2.6511 -2.7910
48 H 5.1499 1.3561 2.0972
49 H -1.2955 -2.1940 3.9301
50 H 0.8276 -4.9078 -0.8129
51 H -4.3123 -1.4075 2.1090
52 H -1.9106 2.7792 -4.3363
53 H -0.1846 -4.4391 -2.1643
54 H -0.9477 4.4072 -6.4502
55 H -2.8899 -0.4835 2.5572
56 H -1.6951 -3.9028 4.0708
57 H -4.7244 -1.7131 -0.4261
58 H -3.4588 -0.9474 -1.3756
59 H 0.5398 5.1751 -5.8967
60 H 0.1281 -5.9972 1.0889
61 H 3.6120 1.1852 -3.1956
62 H 1.2102 -0.7629 4.8514
63 H 5.6924 3.7288 0.4734
64 H -3.7666 -0.4021 0.2556
65 H -1.7818 -0.4333 -3.7853
66 H -4.9727 2.7573 3.5482
67 H 3.4902 0.5286 -4.8141
68 H -0.0647 -3.4195 3.6414
69 H -3.3344 -1.9333 3.4613
70 H -1.3791 0.0495 -2.1524
71 H 1.1923 -4.7425 1.6998
72 H 1.7403 -1.9224 2.9528
73 H 1.2901 2.3335 -1.4735
74 H 2.1666 3.5513 -5.3068
75 H -3.2419 -2.6497 -2.4352
76 H -3.6891 1.3670 5.1405
77 H -2.5480 0.9973 -3.0807
78 H -1.0546 0.0851 5.3203
79 H -0.9143 5.2314 -4.8973
80 H 4.6139 5.0413 -1.3287
81 H -3.9859 3.4982 1.4257
82 H 2.1038 0.6139 4.2419
83 H -2.3711 -4.1654 -2.5541
84 H 3.9252 -0.4140 3.3540
85 H -0.1074 -5.3870 2.7132
86 H 3.8549 2.2459 -4.5963
87 H 3.7018 -1.5525 2.0210
88 H -0.5987 -5.8626 -1.2091
89 H -1.6582 2.8736 0.8132
90 H 2.4475 4.3557 -2.2726

Computed properties:
ΔE to the lowest compared entry with this formula, charge and spin: 0.0 kcal/mol
HOMO-LUMO gap: 0.26638 hartree

***

A molecular structure, C4H12CsO2, computed with ωB97M-V/def2-TZVPD.

Atoms and positions in Å:
1 Cs 0.8681 -1.2325 1.3319
2 O 1.7495 1.3569 -0.7067
3 O -1.4078 -1.4211 3.2423
4 C 0.6385 -0.0832 -2.1565
5 C 0.7171 2.4757 -2.5534
6 C -1.8117 -2.7390 3.5462
7 C 0.6083 1.2959 -1.5248
8 H 1.5397 2.0385 -0.0640
9 H 1.5439 -0.1091 -2.7628
10 H -0.2970 1.4596 -0.9401
11 H 0.7463 -0.8400 -1.3796
12 H 0.9887 3.3978 -2.0397
13 H -1.7194 -3.3068 2.6204
14 H -0.2926 -0.3085 -2.6764
15 H -2.8186 -2.7049 3.9622
16 H 1.4600 2.2257 -3.3108
17 H -1.2371 -3.0612 4.4147
18 H -1.0358 -1.0633 4.0518
19 H -0.2401 2.6195 -3.0545

Computed properties:
ΔE to the lowest compared entry with this formula, charge and spin: 15.6 kcal/mol
HOMO-LUMO gap: 0.37273 hartree
Net charge: +1

***

A molecular structure, C39H57BF9Ge2N4O4PPb, computed with ωB97M-V/def2-TZVPD.

Atoms and positions in Å:
1 Pb -0.6681 1.0197 -1.2151
2 Ge 2.2941 -0.2565 -0.5919
3 Ge 2.7963 3.3607 -0.8359
4 P -2.2564 -1.7577 0.4523
5 F -1.4408 0.9702 -6.0883
6 F -1.6615 1.6237 -3.8942
7 F -5.6163 4.8674 2.1240
8 F -4.1912 2.5858 2.0923
9 F -2.6269 2.8672 -5.5737
10 F -4.8024 7.0524 0.6912
11 F -1.0636 4.6141 -0.8512
12 F -2.5039 6.8874 -0.7812
13 F -0.3397 2.8375 -5.3236
14 O 1.0156 -0.1656 -4.4878
15 O -1.8927 2.3941 0.5810
16 O 2.2906 3.8088 2.0705
17 O 1.2701 3.0976 0.2077
18 N -3.9231 -2.0802 0.3170
19 N -1.6077 -3.2822 0.1271
20 N -2.0898 -1.4575 2.0995
21 N -1.6991 -0.6830 -0.4666
22 C 5.3843 -1.1217 0.7848
23 C -2.9213 5.8147 -0.0850
24 C 1.3194 3.3828 1.4838
25 C 1.7523 -0.8175 1.2815
26 C 5.3441 0.0280 -0.0003
27 C 2.8511 -1.9064 -1.6314
28 C 7.7718 -1.2961 0.5381
29 C -5.6873 -1.9384 -1.4297
30 C -4.4897 4.7973 1.3843
31 C 2.1483 3.2097 -2.6672
32 C -0.5324 -3.3540 -0.8675
33 C 3.4092 -3.1784 -0.9874
34 C -4.8152 -1.0815 0.9250
35 C -1.6815 0.0541 4.0040
36 C -1.7054 -2.4802 3.0534
37 C 0.4245 -0.3340 -3.5417
38 C 6.5544 0.4776 -0.5411
39 C -2.5676 3.4752 0.5941
40 C 4.6605 5.4024 0.2054
41 C 7.7499 -0.1706 -0.2762
42 C -2.1928 4.6440 -0.1155
43 C -5.1009 0.0818 -0.0177
44 C -2.7857 -0.8042 4.6075
45 C -3.7552 3.6307 1.3530
46 C -2.1657 -5.5041 -0.7608
47 C -1.6655 -0.1041 2.4799
48 C -5.7850 -0.4162 -1.3066
49 C -2.2582 -4.5534 0.4280
50 C 3.1590 3.7153 -3.6965
51 C -4.0825 5.9070 0.6648
52 C 0.2154 -4.6698 -0.7139
53 C 6.5788 -1.7689 1.0646
54 C 4.1390 2.0847 -0.2966
55 C -4.2940 -2.4331 -1.0707
56 C -0.7003 -5.8629 -1.0374
57 C -2.4647 -2.2851 4.3775
58 C 3.3083 5.2226 -0.4806
59 C 2.5614 -1.6017 2.3144
60 C 4.0618 0.7406 -0.2704
61 B -1.5207 2.0838 -5.2393
62 H 1.0923 -4.6676 -1.3614
63 H 6.5724 -2.6540 1.6898
64 H -6.8376 -0.1210 -1.3232
65 H 8.6692 0.1996 -0.7156
66 H 0.5804 -4.7381 0.3150
67 H 0.7847 -1.3130 1.1348
68 H -6.4262 -2.4212 -0.7824
69 H 5.0865 2.5481 -0.0140
70 H -4.3400 -0.7252 1.8364
71 H 0.1343 -2.5041 -0.7337
72 H -1.8284 1.1094 4.2414
73 H 3.2738 5.7592 -1.4311
74 H -2.6004 -5.0148 -1.6347
75 H 3.3273 -4.0368 -1.6645
76 H -5.3137 0.0457 -2.1761
77 H 8.7053 -1.8051 0.7461
78 H 2.8661 -3.4377 -0.0769
79 H -3.7292 -0.5485 4.1186
80 H 3.4646 -1.0658 2.6146
81 H -2.7590 -6.4017 -0.5673
82 H 6.5489 1.3347 -1.2025
83 H 3.5292 -1.5492 -2.4145
84 H -0.4100 -6.7293 -0.4360
85 H 2.7303 3.6502 -4.6971
86 H -4.1471 0.5576 -0.2504
87 H 2.8642 -2.5865 1.9498
88 H -3.5752 -1.9912 -1.7727
89 H -1.9256 -3.4633 2.6480
90 H -1.8478 -2.6663 5.1982
91 H 1.9175 2.1661 -2.8720
92 H -5.7477 -1.5759 1.2236
93 H -0.9318 -3.2707 -1.8879
94 H 2.5128 5.6336 0.1418
95 H -2.9124 -0.6005 5.6738
96 H -4.2459 -3.5210 -1.1869
97 H 4.8196 6.4389 0.5133
98 H 3.4388 4.7568 -3.5219
99 H 1.9724 -1.7668 3.2248
100 H -5.7144 0.8284 0.4914
101 H 1.2157 3.7719 -2.7470
102 H -0.6674 0.1130 2.0897
103 H -3.2963 -4.3587 0.7028
104 H -3.3874 -2.8712 4.3684
105 H -0.5842 -6.1532 -2.0848
106 H 1.5034 0.1559 1.7183
107 H 4.7257 4.7793 1.0977
108 H 5.4843 5.1277 -0.4577
109 H 0.3461 3.2186 1.9682
110 H -2.3361 0.6192 2.0199
111 H -5.9129 -2.2523 -2.4520
112 H -0.7179 -0.2399 4.4343
113 H 1.9292 -2.1751 -2.1590
114 H 4.4626 -3.0794 -0.7247
115 H -0.6198 -2.4495 3.2291
116 H 4.0750 3.1182 -3.6819
117 H -1.7812 -5.0465 1.2914
118 H 4.4569 -1.5049 1.1847

Computed properties:
ΔE to the lowest compared entry with this formula, charge and spin: 0.0 kcal/mol
HOMO-LUMO gap: 0.21998 hartree
Net charge: -2

***

A molecular structure, C20H20CaCl5GeINO3PS2, computed with ωB97M-V/def2-TZVPD.

Atoms and positions in Å:
1 I 4.1665 0.3221 -1.5909
2 Ge -0.6663 -0.8868 1.7905
3 Ca 0.7789 1.5169 -0.0361
4 Cl 4.8855 -5.1044 -0.1302
5 Cl -1.4224 1.7641 2.4164
6 Cl -1.8420 -2.1472 3.4258
7 Cl -5.5865 -5.9531 0.1092
8 Cl 1.8801 -0.1169 2.5443
9 S 0.7821 4.2350 1.1309
10 S -1.5891 3.2233 -0.9297
11 P -1.1555 3.5798 1.0426
12 O 1.3506 -0.4430 -0.6273
13 O -2.1770 4.6931 1.6465
14 O -4.7787 1.8745 2.9859
15 N 0.4235 -2.7007 0.8938
16 C 2.5063 -3.8048 0.3424
17 C -0.9347 2.4142 3.9445
18 C 2.0989 -1.4592 -0.3789
19 C -3.7180 1.6334 2.6741
20 C -2.4011 -3.6025 -0.5434
21 C -1.9004 -1.1803 -0.0959
22 C -4.9062 -3.3593 0.6066
23 C 3.8194 -3.7099 -0.1751
24 C -1.6288 6.7932 0.5032
25 C -2.7822 -2.3437 -0.0408
26 C 3.4371 -1.4518 -0.7836
27 C -4.4966 -4.5726 0.0744
28 C -2.6900 5.7762 0.8733
29 C -3.2427 -4.7037 -0.4922
30 C 0.0116 -3.8301 1.4258
31 C 4.2951 -2.5494 -0.6944
32 C 0.7593 -5.0164 1.4277
33 C -4.0610 -2.2678 0.5446
34 C 1.6589 -2.6627 0.3083
35 C 2.0094 -5.0051 0.8990
36 H -1.1833 -1.2374 -0.9150
37 H 2.6266 -5.8920 0.8913
38 H -3.4638 6.2253 1.4996
39 H -2.4617 -0.2528 -0.1403
40 H -1.4154 -3.7108 -0.9808
41 H -0.1122 1.7042 2.0353
42 H 0.3351 -5.9091 1.8668
43 H -0.5933 3.4044 4.2213
44 H -2.9261 -5.6605 -0.8889
45 H -3.1601 5.3721 -0.0278
46 H -0.9541 1.7555 4.8069
47 H 5.3148 -2.4865 -1.0471
48 H -0.9654 -3.8066 1.8870
49 H -1.5323 0.5991 3.2596
50 H -1.6934 1.1551 0.9663
51 H -1.0739 7.1092 1.3876
52 H -5.8811 -3.2747 1.0696
53 H -4.3798 -1.3253 0.9743
54 H -0.9148 6.3622 -0.1976
55 H -2.1070 7.6629 0.0434

Computed properties:
ΔE to the lowest compared entry with this formula, charge and spin: 418.5 kcal/mol
HOMO-LUMO gap: 0.15383 hartree
Net charge: -2

***

A gas-phase ion, C5H10N3O (charge +1), computed with ωB97M-V/def2-TZVPD.

Atoms and positions in Å:
1 O -2.4849 1.3505 -1.9107
2 N 1.0617 0.7558 0.6362
3 N -1.1812 -0.3343 -0.7435
4 N -0.7436 -0.7187 0.6021
5 C -1.8354 -1.5326 -1.1949
6 C 2.3682 1.0637 1.1223
7 C 0.3087 -0.2477 1.0672
8 C -1.5852 2.1092 -1.5448
9 C -1.9170 0.9289 -0.6875
10 H -1.3837 -2.3746 -0.6374
11 H 3.0680 0.1822 0.9212
12 H 0.5217 -0.5940 2.0974
13 H -2.8820 -1.3664 -0.8810
14 H -1.6826 -1.7147 -2.2864
15 H 2.5279 1.3398 2.1821
16 H 0.8555 1.1544 -0.2699
17 H 2.6840 1.9190 0.4989
18 H -2.6191 1.0613 0.0541
19 H -0.1768 -0.1517 -1.1584

Computed properties:
ΔE to the lowest compared entry with this formula, charge and spin: 150.7 kcal/mol
HOMO-LUMO gap: 0.36599 hartree
Net charge: +1

***

2 unconnected molecules or ions with the total composition C7H6S2, computed with ωB97M-V/def2-TZVPD.

Atoms and positions in Å:
1 S -2.8949 -3.5546 -0.2990
2 S -0.5510 -0.9732 -3.1387
3 C -1.1095 0.1292 -1.9256
4 C -0.6465 -0.0960 1.7877
5 C -1.1629 0.2042 0.6080
6 C -0.7768 -0.3352 -0.5999
7 C -3.3916 -2.1281 -0.5143
8 C -0.0008 -2.0531 -2.0024
9 C -0.0684 -1.5676 -0.7376
10 H 0.3327 -2.0882 0.0724
11 H -1.9068 0.8850 -2.2786
12 H -1.0114 0.2426 2.6884
13 H 0.4337 -2.9550 -2.5157
14 H 0.3661 -0.5840 1.7613
15 H -1.9919 0.9177 0.7962

Computed properties:
ΔE to the lowest compared entry with this formula, charge and spin: 65.8 kcal/mol
HOMO-LUMO gap: 0.30675 hartree

***

A molecular structure, C30H55ClIrP2Si2Te, computed with ωB97M-V/def2-TZVPD.

Atoms and positions in Å:
1 Ir 0.6613 0.2945 -0.1063
2 Te -1.7782 0.6220 -0.6683
3 Cl 0.7948 -1.3109 -2.1712
4 P -0.9985 -2.8476 -0.1193
5 P 1.2792 1.9980 -1.3681
6 Si 1.5589 3.0958 1.5508
7 Si -1.0501 -1.9967 3.0367
8 C 0.1570 -4.2428 0.4091
9 C -0.5527 -5.5642 0.7476
10 C -2.4539 2.2902 0.4024
11 C 0.6636 3.6597 -3.5467
12 C -3.4033 3.2175 2.4252
13 C 2.2016 0.1290 1.4429
14 C 3.9470 2.9449 -1.8425
15 C -2.1540 -3.7339 -1.3830
16 C -3.4964 -4.2163 -0.8260
17 C -0.3534 1.3584 -3.6899
18 C 0.4341 4.0591 2.7118
19 C 1.5691 -1.0897 1.8507
20 C -2.3119 -2.7461 -2.5647
21 C -3.5010 4.4634 0.3165
22 C 0.3068 -0.7636 2.4766
23 C 0.8386 2.1911 -3.1519
24 C -2.3666 -1.2049 4.1402
25 C -2.7390 2.1696 1.7866
26 C 3.3670 3.4532 1.8668
27 C 0.1551 0.6344 2.4137
28 C 2.2218 -2.3352 -3.5827
29 C 3.5087 0.4036 -2.0253
30 C 1.2937 1.2458 1.8247
31 C -2.8334 3.4262 -0.3238
32 C 3.1606 1.7345 -1.3158
33 C 1.2520 -4.3640 -0.6762
34 C -1.9633 -2.5946 1.4466
35 C -3.7891 4.3417 1.6966
36 C -0.3520 -3.4502 3.9705
37 C 1.1199 3.4871 -0.2760
38 H 2.9850 -0.4489 -1.5257
39 H -0.1259 0.2812 -3.6564
40 H -1.3294 -2.4221 -2.9344
41 H -3.8062 5.3542 -0.2417
42 H 1.7297 1.7864 -3.6664
43 H -2.5371 -3.5095 1.6729
44 H -2.8620 -2.0355 4.7215
45 H -4.1454 -4.5246 -1.6561
46 H 0.7593 5.1297 2.7558
47 H 3.2308 0.2781 1.1504
48 H 3.5700 4.5240 1.7001
49 H 2.0355 -5.0582 -0.3274
50 H 3.3792 1.6033 -0.2381
51 H -4.0269 -3.4176 -0.2669
52 H 0.8474 -4.7256 -1.6306
53 H 3.7516 3.8655 -1.2452
54 H 0.0796 3.8556 -0.3520
55 H 3.5874 3.2199 2.9202
56 H 4.5963 0.2453 -1.9657
57 H 1.7741 4.2961 -0.6573
58 H -4.3525 5.1452 2.2057
59 H -1.1908 -4.0332 4.3826
60 H -0.6334 4.0308 2.3923
61 H -3.6178 3.1218 3.4942
62 H 0.2535 -3.0740 4.8093
63 H 0.3943 3.6971 -4.6062
64 H 2.2752 -1.4813 -4.2488
65 H 1.7058 -3.3612 -0.8573
66 H -3.3828 -5.0941 -0.1739
67 H -3.1687 -0.6605 3.5630
68 H 5.0185 2.6883 -1.7268
69 H -0.5170 1.6271 -4.7444
70 H 0.5123 3.6264 3.7286
71 H -1.2235 -5.4552 1.6272
72 H 0.6280 -3.8378 1.3251
73 H -2.8838 -1.8504 -2.2655
74 H -1.2889 1.5450 -3.1427
75 H -0.6803 1.1925 2.8479
76 H 3.1189 -2.6366 -3.0366
77 H 3.7435 3.1295 -2.9138
78 H 0.2753 -4.1131 3.3555
79 H 2.0181 -2.0717 1.8184
80 H -0.1351 4.1539 -2.9632
81 H -2.6486 3.4538 -1.4181
82 H -2.6864 -1.8084 1.1816
83 H 0.2172 -6.3116 1.0100
84 H -1.8803 -0.4976 4.8469
85 H -2.8436 -3.2447 -3.3926
86 H 1.6068 4.2176 -3.4345
87 H -1.1374 -5.9590 -0.1014
88 H 3.2104 0.3994 -3.0822
89 H 1.4398 -3.0649 -3.7239
90 H -1.5791 -4.6199 -1.7516
91 H 4.0501 2.8579 1.2356
92 H -2.5046 1.2331 2.3242

Computed properties:
<S²>: 8.780
HOMO-LUMO gap (alpha / beta): 0.18661 / 0.18699 hartree
Multiplicity: 6

***

2 unconnected molecules or ions with the total composition C2H2FNO2, computed with ωB97M-V/def2-TZVPD.

Atoms and positions in Å:
1 F 1.5967 1.7074 0.1526
2 O 1.8620 0.3892 -0.0632
3 O -1.0974 0.6625 -0.6658
4 N -0.0283 -1.3607 1.7565
5 C -0.1760 -1.0224 0.6642
6 C -0.4978 -0.4793 -0.5935
7 H -0.3690 -1.0463 -1.5310
8 H -1.2901 1.1496 0.2802

Computed properties:
ΔE to the lowest compared entry with this formula, charge and spin: 178.5 kcal/mol
HOMO-LUMO gap (alpha / beta): 0.36266 / 0.24974 hartree

***

no.,E (Eh)
1,-2285.3815
2,-329.9990
3,-7652.3078
4,-7545.3346
5,-435.5620
6,-1066.5618
7,-3270.1790
8,-382.2459